Below is C49H40As2F15GeN2ORuS6Si as an isolated structure, with properties calculated with ωB97M-V/def2-TZVPD.

The geometry in ORCA input format:
```
! wB97M-V def2-TZVPD RIJCOSX def2/J DEFGRID3
* xyz -2 6
Ru 1.135 -0.143 0.829
S 1.433 -4.873 4.563
As 0.278 -4.735 2.755
S -1.021 -1.405 3.601
S 0.255 -2.155 2.319
S 1.766 -5.204 1.316
O -1.351 0.546 -0.110
H -1.189 0.614 -1.058
H -1.739 1.380 0.173
C 5.421 -0.889 -0.223
C 4.444 -1.646 -1.121
As 2.687 -0.693 -1.175
C 3.234 0.926 -2.208
C 3.834 0.784 -3.601
C 1.673 -1.853 -2.419
C 2.286 -2.292 -3.740
H 6.294 -1.493 0.028
H 4.921 -0.594 0.704
H 5.759 0.022 -0.718
H 4.260 -2.651 -0.723
H 4.858 -1.766 -2.127
H 3.946 1.439 -1.553
H 2.350 1.567 -2.259
H 4.610 0.021 -3.633
H 4.281 1.730 -3.910
H 3.066 0.533 -4.328
H 0.713 -1.354 -2.592
H 1.448 -2.745 -1.822
H 2.347 -1.468 -4.445
H 1.661 -3.063 -4.188
H 3.280 -2.713 -3.592
F -5.261 -2.870 -3.830
C -4.210 -2.541 -4.599
C -3.101 -1.959 -4.016
C -2.089 -1.617 -4.891
F -0.993 -1.012 -4.390
C -2.138 -1.841 -6.261
F -1.117 -1.486 -7.070
C -3.266 -2.447 -6.800
F -3.343 -2.676 -8.126
C -4.314 -2.801 -5.961
F -5.418 -3.379 -6.482
Ge -2.709 -1.603 -1.955
S -0.330 -2.192 0.374
C -4.535 -0.536 -1.998
C -4.326 0.781 -2.362
F -3.049 1.156 -2.621
C -5.332 1.725 -2.501
F -5.061 2.995 -2.866
C -6.646 1.336 -2.276
F -7.660 2.211 -2.441
C -6.906 0.031 -1.884
F -8.179 -0.354 -1.663
C -5.854 -0.872 -1.747
F -6.178 -2.119 -1.379
C -3.558 -3.390 -1.359
C -4.138 -3.397 -0.104
F -4.148 -2.236 0.574
C -4.731 -4.519 0.453
F -5.332 -4.474 1.655
C -4.720 -5.709 -0.267
F -5.338 -6.803 0.222
C -4.089 -5.754 -1.503
F -4.064 -6.911 -2.197
C -3.504 -4.603 -2.014
F -2.866 -4.683 -3.203
N 3.425 -2.696 2.739
C 2.976 -1.629 3.432
S 3.050 -0.103 2.707
N 2.574 -1.870 4.689
C 1.993 -1.044 5.652
C 2.216 0.326 5.766
C 1.621 1.034 6.796
C 0.800 0.403 7.712
C 0.580 -0.961 7.603
C 1.174 -1.680 6.588
H 3.538 -2.588 1.739
H 3.173 -3.633 3.049
H 2.413 -2.872 4.875
H 2.835 0.844 5.052
H 1.804 2.095 6.876
H 0.316 0.967 8.497
H -0.057 -1.467 8.316
H 0.982 -2.737 6.482
C 5.184 4.614 -0.301
C 5.193 3.482 0.500
C 4.005 2.844 0.806
C 2.782 3.323 0.340
C 2.793 4.463 -0.460
C 3.978 5.102 -0.778
Si 1.170 2.336 0.716
C 0.706 2.765 2.532
C -0.224 1.943 3.159
C -0.622 2.155 4.464
C -0.106 3.232 5.168
C 0.825 4.060 4.563
C 1.239 3.819 3.264
C -0.124 3.351 -0.304
C -0.899 4.351 0.274
C -1.834 5.055 -0.467
C -2.039 4.757 -1.804
C -1.285 3.757 -2.396
C -0.337 3.077 -1.652
H 6.113 5.116 -0.545
H 6.131 3.094 0.878
H 4.013 1.949 1.417
H 1.853 4.852 -0.832
H 3.961 5.987 -1.405
H -0.652 1.106 2.610
H -1.316 1.465 4.923
H -0.424 3.423 6.185
H 1.244 4.896 5.111
H 1.981 4.461 2.809
H -0.761 4.582 1.320
H -2.413 5.837 0.008
H -2.790 5.288 -2.376
H -1.448 3.488 -3.429
H 0.249 2.301 -2.128
*
```

- Lowest unoccupied orbital energy (alpha / beta): 0.1341 / 0.0690 hartree
- HOMO energy (alpha / beta): -2.56 / -2.82 eV
- Gap between HOMO and LUMO (alpha / beta): 0.2283 / 0.1726 Eh
- Calculated total energy: -12895.960438 hartree

***

Below is C49H40Br2N5O4Ti as an isolated structure, with properties calculated with ωB97M-V/def2-TZVPD.

The geometry in ORCA input format:
```
! wB97M-V def2-TZVPD RIJCOSX def2/J DEFGRID3
* xyz 1 1
Ti 0.638 -1.170 -0.119
Br -1.813 -1.201 6.971
C -1.357 -1.447 5.159
C -2.273 -2.045 4.292
C -1.978 -2.182 2.950
C -0.764 -1.705 2.454
O -0.508 -1.789 1.151
C 0.177 -1.153 3.333
C 1.517 -0.865 2.892
N 1.914 -0.886 1.670
C 3.313 -0.885 1.445
C 4.212 -0.026 2.007
C 5.593 -0.191 1.741
C 6.034 -1.210 0.947
C 5.111 -2.107 0.351
C 5.483 -3.207 -0.459
C 4.511 -4.012 -0.977
C 3.155 -3.699 -0.739
N 2.767 -2.692 0.003
C 3.739 -1.919 0.576
C -0.132 -1.033 4.694
H -3.224 -2.389 4.676
H -2.686 -2.626 2.264
H 2.258 -0.719 3.680
H 3.873 0.771 2.658
H 6.300 0.494 2.189
H 7.092 -1.345 0.762
H 6.530 -3.399 -0.653
H 4.755 -4.868 -1.589
H 2.372 -4.296 -1.192
H 0.594 -0.602 5.372
O -2.782 -2.167 -2.843
C -2.728 -0.913 -3.374
C -3.025 -0.665 -4.709
C -2.939 0.623 -5.208
C -2.553 1.674 -4.385
C -2.255 1.419 -3.057
C -2.344 0.134 -2.534
C -1.922 -0.153 -1.117
O -0.525 -0.198 -1.041
N -2.353 0.930 -0.227
N -1.682 1.033 0.934
C -2.221 1.636 1.915
C -1.479 1.857 3.157
Br 0.392 2.190 2.946
C -1.982 1.930 4.390
C -3.368 1.684 4.809
C -3.805 2.291 5.989
C -5.097 2.104 6.449
C -5.973 1.289 5.745
C -5.546 0.661 4.585
C -4.253 0.852 4.120
H -3.035 -2.800 -3.522
H -3.324 -1.484 -5.353
H -3.177 0.806 -6.247
H -2.493 2.681 -4.775
H -1.944 2.221 -2.399
H -2.318 -1.125 -0.799
H -3.359 1.073 -0.193
H -3.238 2.036 1.876
H -1.307 2.217 5.190
H -3.121 2.918 6.546
H -5.419 2.587 7.361
H -6.981 1.136 6.106
H -6.219 0.009 4.043
H -3.923 0.320 3.239
C 1.003 5.737 -4.092
C 1.374 4.547 -3.261
C 1.269 3.262 -3.783
C 1.606 2.139 -3.049
C 1.481 0.800 -3.703
C 2.073 2.324 -1.723
C 2.343 1.238 -0.835
O 2.084 0.031 -1.022
C 2.227 3.634 -1.189
C 2.763 3.899 0.195
C 1.862 4.714 -1.967
H 0.247 5.484 -4.833
H 1.881 6.103 -4.628
H 0.633 6.552 -3.472
H 0.911 3.133 -4.798
H 0.617 0.263 -3.312
H 1.350 0.925 -4.776
H 2.365 0.187 -3.525
H 2.793 1.489 0.132
H 2.160 3.424 0.969
H 2.762 4.969 0.390
H 3.791 3.547 0.298
H 1.953 5.714 -1.560
N -0.685 -6.687 -4.962
C -0.456 -5.857 -4.201
C -0.182 -4.813 -3.251
C 0.519 -3.676 -3.652
C 0.763 -2.666 -2.736
C 0.321 -2.765 -1.416
C -0.374 -3.909 -1.032
C -0.625 -4.931 -1.938
H 0.865 -3.591 -4.675
H 1.309 -1.792 -3.068
H -0.737 -4.011 -0.017
H -1.170 -5.816 -1.634
*
```

- Lowest unoccupied orbital energy: -0.1261 hartree
- HOMO energy: -10.22 eV
- Gap between HOMO and LUMO: 0.2495 Eh
- Calculated total energy: -8463.374908 hartree